No. 1
61
Properties=species:S:1:pos:R:3:forces:R:3 method="wB97M-V/def2-TZVPD" mol_weight_g_mol=440.51 largest_force_ev_per_a=3.04 de_lowest_kj_mol=0.00 smiles="C[C@H]1COC(=O)O1.C[C@H]1COC(=O)O1.O=S1(=O)CCCC1.CC(C)=O.CC(C)=O" charge=0 gap_ev=10.096 homo_ev=-9.6
C -14.319 2.867 -23.233 -0.254 -0.752 -0.608
C -15.639 3.320 -22.662 -0.592 1.169 0.888
C -16.801 2.333 -22.509 1.057 -0.829 -1.277
O -17.299 2.551 -21.204 -0.774 -0.672 -0.089
C -16.373 3.159 -20.461 0.562 0.641 -0.560
O -16.401 3.261 -19.274 -0.008 0.085 -0.112
O -15.436 3.688 -21.282 0.537 -0.101 1.239
H -13.997 1.911 -22.813 -0.220 -0.008 0.162
H -13.508 3.566 -23.080 -0.239 0.332 0.101
H -14.420 2.711 -24.310 -0.022 0.065 -0.016
H -16.033 4.247 -23.095 0.456 -0.171 -0.476
H -16.393 1.320 -22.616 -0.253 -0.087 0.383
H -17.551 2.440 -23.288 -0.358 0.235 0.399
C -11.427 8.151 -20.897 0.096 0.316 1.019
C -11.128 6.976 -21.786 -0.546 -0.357 0.719
C -11.676 5.655 -21.180 0.079 -0.029 -1.367
O -12.949 5.506 -21.836 -0.412 0.260 0.584
C -12.955 6.239 -22.958 0.473 -0.346 -1.040
O -13.711 6.100 -23.875 -0.188 0.221 0.660
O -11.890 7.060 -22.996 0.289 0.223 -0.178
H -10.797 8.097 -20.002 -0.098 -0.244 0.022
H -12.466 8.089 -20.562 0.021 0.101 -0.074
H -11.258 9.167 -21.251 -0.012 -0.265 -0.689
H -10.071 6.836 -22.002 -0.040 0.311 -0.324
H -11.810 5.625 -20.105 0.061 0.018 0.002
H -11.101 4.821 -21.593 0.281 -0.040 0.678
O -16.944 9.864 -18.911 0.920 -0.074 -0.534
S -15.856 9.396 -19.774 -1.440 0.326 0.293
O -14.839 10.333 -20.230 -0.613 -0.882 0.275
C -15.130 7.938 -18.921 -0.624 1.051 -1.029
C -15.694 6.715 -19.667 0.906 -0.327 0.115
C -16.861 7.080 -20.536 -2.768 1.203 0.403
C -16.680 8.480 -21.132 2.282 -0.325 -0.446
H -15.503 8.088 -17.912 0.194 -0.267 0.131
H -14.067 8.146 -19.017 0.097 -0.539 0.280
H -14.936 6.310 -20.342 0.174 -0.113 0.300
H -16.004 5.932 -18.976 0.267 -0.072 0.007
H -17.787 7.200 -19.951 0.303 -0.116 0.515
H -17.204 6.277 -21.190 0.746 0.174 -0.565
H -17.497 9.059 -21.545 -0.309 -0.125 0.427
H -15.904 8.474 -21.907 -0.073 -0.042 -0.109
C -17.301 10.875 -25.685 -0.540 0.240 -0.051
C -17.735 10.783 -24.246 0.866 0.526 0.945
C -19.129 11.155 -23.854 -0.626 0.553 -0.561
O -16.935 10.573 -23.360 0.256 -0.404 -0.184
H -17.793 11.767 -26.079 0.144 -0.045 -0.292
H -17.643 10.027 -26.278 -0.019 -0.059 0.039
H -16.224 10.982 -25.760 0.029 -0.137 0.094
H -19.788 10.291 -23.957 -0.158 0.126 -0.031
H -19.472 11.975 -24.493 -0.255 -0.340 -0.211
H -19.183 11.566 -22.849 0.275 -0.450 0.208
C -20.141 3.874 -20.450 -0.082 -0.203 -0.386
C -20.368 2.466 -21.008 1.037 0.349 0.039
C -20.562 1.372 -19.985 -0.014 -0.253 -0.625
O -20.172 2.176 -22.163 -0.342 0.226 -0.333
H -19.731 3.710 -19.455 -0.281 0.565 0.214
H -21.043 4.487 -20.492 -0.276 -0.349 0.600
H -19.449 4.490 -21.027 0.260 -0.569 -0.221
H -21.284 1.605 -19.207 0.163 0.025 0.166
H -19.558 1.182 -19.596 -0.118 0.211 0.417
H -20.824 0.460 -20.520 -0.277 0.039 0.067

***

No. 2
11
Properties=species:S:1:pos:R:3:forces:R:3 method="wB97M-V/def2-TZVPD" mol_weight_g_mol=117.07 largest_force_ev_per_a=4.69 de_lowest_kj_mol=318.18 charge=0 gap_ev="8.180 / 6.707" homo_ev="-8.7 / -7.9"
C -1.987 -1.945 -0.698 -1.806 -2.246 -0.955
N -2.729 -2.711 -1.138 0.289 0.117 0.240
N 0.367 0.033 0.744 -0.832 0.954 0.013
N -1.239 -0.969 -0.309 1.123 4.312 -1.478
N -0.322 -1.019 0.596 1.409 -2.712 3.225
N 1.489 -2.020 -0.479 -0.996 -1.662 0.755
O 1.929 -0.944 -0.765 1.629 0.614 -1.048
O 2.029 -3.113 -0.632 -0.395 1.370 -0.063
H 0.387 0.762 0.049 0.214 0.218 -0.184
H 0.891 0.138 1.592 0.274 -0.235 0.020
H -1.105 -0.126 -0.887 -0.908 -0.730 -0.525

***

No. 3
11
Properties=species:S:1:pos:R:3:forces:R:3 method="wB97M-V/def2-TZVPD" mol_weight_g_mol=70.09 largest_force_ev_per_a=2.90 de_lowest_kj_mol=52.29 smiles="O=CC1CC1" charge=0 gap_ev=10.979 homo_ev=-9.9
O 2.658 0.028 -0.175 -2.135 -0.513 0.623
C 1.509 -0.093 0.253 2.603 0.949 0.843
C 0.293 -0.099 -0.534 -0.074 0.308 -1.387
C -0.781 0.804 0.038 -1.192 -1.479 -1.391
C -0.925 -0.711 0.061 -0.415 0.213 0.432
H 1.329 -0.057 1.387 0.167 -0.286 -0.986
H 0.421 -0.114 -1.621 0.032 -0.079 0.467
H -1.479 1.334 -0.616 0.573 -0.231 -0.047
H -0.554 1.339 0.896 0.405 0.647 1.628
H -0.861 -1.305 0.978 0.129 0.460 -0.237
H -1.608 -1.125 -0.667 -0.092 0.011 0.056

***

No. 4
119
Properties=species:S:1:pos:R:3:forces:R:3 method="wB97M-V/def2-TZVPD" mol_weight_g_mol=758.72 largest_force_ev_per_a=2.94 charge=+1 gap_ev=6.572 homo_ev=-10.7
C 4.570 -3.259 -2.009 -0.617 0.630 -0.347
C 3.375 -2.382 -1.579 1.239 -0.488 -0.038
C 3.860 -1.296 -0.648 -0.646 -0.389 0.023
F 4.284 -1.906 0.530 0.151 -0.162 0.068
C 2.828 -0.252 -0.187 -0.011 -0.427 -0.352
C 1.334 -0.569 -0.322 0.505 0.750 0.149
C 0.584 0.379 0.661 -0.104 -0.849 0.549
C -0.260 -0.421 1.666 -0.542 1.044 -0.296
C -1.681 -0.719 1.127 0.577 -0.870 0.225
C -1.902 -2.230 0.908 -0.209 0.721 -0.304
C -1.598 -2.630 -0.536 0.257 0.036 0.440
O -0.460 -3.522 -0.523 -0.268 -0.782 -0.562
C -0.412 -4.440 -1.544 0.746 -2.322 0.834
C -0.686 -3.959 -2.946 -0.101 -0.429 0.232
O -0.080 -5.603 -1.297 -0.600 2.838 -0.478
C 0.993 -0.073 -1.718 -1.057 0.862 0.659
F 1.024 -0.959 -2.764 0.562 -0.080 -0.142
C 1.978 1.087 -1.878 -0.059 -0.642 -1.160
P 1.748 2.391 -3.079 -0.354 0.691 -0.078
C 2.988 2.050 -4.391 0.517 -0.104 0.300
C 0.102 2.183 -3.869 0.609 -0.702 -0.311
C -0.041 1.130 -4.963 -0.575 -0.049 0.157
N 2.942 0.985 -1.002 0.174 0.255 0.144
B 4.087 1.941 -0.780 0.788 0.055 0.807
N 5.089 1.672 0.235 -0.690 0.069 -0.730
O 4.124 3.061 -1.527 -0.478 -0.691 -1.051
H 5.330 -2.609 -2.434 0.356 -0.038 0.087
H 4.243 -3.896 -2.822 0.046 -0.399 0.053
H 4.963 -3.838 -1.186 0.170 -0.156 0.094
H 2.667 -3.027 -1.070 -0.494 0.174 -0.027
H 2.974 -1.952 -2.488 -0.386 0.117 0.033
H 4.736 -0.828 -1.095 0.091 0.288 0.016
H 3.082 -0.097 0.854 0.045 0.495 0.124
H 1.130 -1.609 -0.107 -0.256 -0.211 -0.228
H -0.084 1.058 0.139 -0.054 0.164 -0.136
H 1.275 1.008 1.214 0.311 0.033 -0.051
H -0.362 0.194 2.555 0.037 0.006 0.221
H 0.247 -1.330 1.967 0.143 -0.177 0.027
H -1.831 -0.239 0.164 -0.047 0.315 -0.100
H -2.419 -0.291 1.794 -0.156 -0.102 0.183
H -1.249 -2.820 1.540 -0.025 -0.096 0.285
H -2.921 -2.478 1.178 -0.145 -0.274 -0.062
H -2.468 -3.109 -0.974 0.016 -0.185 -0.230
H -1.319 -1.768 -1.138 -0.176 0.185 -0.166
H -1.426 -3.173 -3.017 -0.008 0.208 0.017
H 0.256 -3.629 -3.372 0.137 0.215 -0.030
H -1.015 -4.817 -3.518 -0.069 -0.113 -0.143
H -0.003 0.366 -1.746 -0.204 -0.175 0.076
H 2.521 2.114 -5.365 -0.254 0.106 -0.090
H 3.420 1.059 -4.302 -0.017 -0.191 0.008
H 3.799 2.766 -4.348 0.038 0.190 0.042
H -0.629 2.067 -3.075 -0.145 0.067 0.137
H -0.091 3.160 -4.302 -0.055 0.321 0.188
H -1.093 1.076 -5.233 -0.151 -0.031 -0.104
H 0.481 1.402 -5.872 0.253 0.023 -0.097
H 0.251 0.134 -4.653 0.173 -0.087 0.019
H 5.741 0.940 -0.008 0.261 -0.037 0.349
H 4.703 1.493 1.154 0.431 -0.216 0.268
H 5.025 3.347 -1.694 0.209 0.534 0.486
C -5.235 -3.948 -1.935 0.187 0.022 -0.112
O -5.579 -3.099 -2.734 -0.017 0.086 0.002
N -5.964 -4.377 -0.894 0.028 -0.125 0.109
C -5.471 -5.392 0.019 -0.262 0.166 0.075
C -7.282 -3.802 -0.681 0.090 0.042 -0.127
H -4.251 -4.450 -2.002 -0.020 -0.056 0.004
H -6.140 -6.255 0.013 0.064 -0.049 0.041
H -5.418 -4.982 1.029 0.082 -0.103 0.038
H -4.476 -5.714 -0.281 0.016 0.016 -0.032
H -7.914 -3.982 -1.551 -0.040 0.025 0.019
H -7.202 -2.725 -0.537 -0.051 0.007 0.007
H -7.736 -4.253 0.197 0.027 -0.030 0.023
C 6.807 0.115 3.789 0.038 0.068 0.079
O 6.040 0.752 3.084 -0.168 -0.032 -0.180
N 7.292 -1.097 3.486 0.107 -0.103 0.036
C 8.211 -1.803 4.360 -0.087 -0.034 -0.174
C 6.881 -1.719 2.237 0.029 0.187 0.168
H 7.172 0.501 4.753 -0.008 0.009 0.000
H 9.151 -1.997 3.841 0.030 -0.020 0.057
H 7.776 -2.755 4.672 0.051 -0.011 0.045
H 8.415 -1.205 5.245 -0.014 0.032 0.005
H 7.167 -1.083 1.397 -0.015 -0.060 -0.053
H 5.802 -1.842 2.223 -0.041 -0.041 -0.055
H 7.360 -2.689 2.137 0.039 -0.002 0.032
C -3.557 -5.378 3.662 -0.070 0.002 0.065
O -3.522 -4.361 2.991 -0.013 0.112 -0.127
N -2.673 -6.382 3.560 0.063 -0.165 0.036
C -2.759 -7.575 4.381 0.125 0.079 -0.154
C -1.595 -6.263 2.589 -0.136 0.115 0.036
H -4.336 -5.558 4.420 0.006 -0.001 0.004
H -1.854 -7.684 4.981 -0.028 -0.057 0.038
H -2.874 -8.458 3.751 -0.009 -0.044 0.057
H -3.615 -7.506 5.049 -0.022 0.029 0.001
H -0.989 -5.383 2.808 0.036 -0.010 -0.043
H -2.001 -6.151 1.584 0.065 0.000 -0.029
H -0.970 -7.151 2.629 -0.011 -0.031 0.018
C 0.021 5.125 -1.588 0.082 0.067 0.005
O -0.841 4.866 -2.414 0.003 -0.136 -0.023
N -0.139 5.937 -0.537 -0.020 0.051 0.175
C 0.934 6.194 0.406 -0.181 0.063 -0.046
C -1.428 6.586 -0.337 0.008 -0.084 -0.125
H 1.033 4.694 -1.651 0.052 0.043 0.048
H 0.635 5.883 1.408 0.063 0.021 0.026
H 1.170 7.258 0.423 0.052 -0.005 0.051
H 1.825 5.640 0.115 -0.003 -0.012 -0.032
H -2.209 5.834 -0.224 -0.028 0.029 -0.001
H -1.669 7.202 -1.201 -0.061 0.046 0.040
H -1.392 7.212 0.550 0.042 0.045 -0.011
C -4.086 9.697 0.258 0.012 0.107 -0.138
O -2.903 9.799 0.521 0.102 -0.126 0.055
N -5.017 9.213 1.098 -0.174 -0.071 0.022
C -6.417 9.120 0.728 0.130 -0.040 0.179
C -4.600 8.774 2.419 0.099 0.081 -0.113
H -4.500 10.007 -0.716 -0.013 -0.003 0.002
H -7.027 9.717 1.408 -0.064 -0.009 -0.043
H -6.750 8.081 0.775 -0.069 0.017 -0.032
H -6.558 9.488 -0.285 0.026 0.014 -0.020
H -4.140 9.600 2.961 0.014 -0.031 0.044
H -3.865 7.974 2.334 0.003 -0.008 0.057
H -5.464 8.415 2.971 -0.039 0.000 -0.020